Formula: C12H20HfN3O
Source: the Open Molecules 2025 dataset
Level of theory: ωB97M-V/def2-TZVPD

Positions of all 37 atoms, in Å:
Hf: 0.1124 0.2927 -2.5903
O: 0.7563 0.6130 -0.8604
N: 0.6612 0.2484 1.3843
N: 1.4820 0.7844 -4.4879
N: 0.9792 0.9720 2.4947
C: -2.1845 -2.7651 0.7340
C: -2.5833 -1.5963 1.3858
C: 1.9141 1.9861 0.7965
C: -1.6200 -0.6478 1.7097
C: -2.2938 -1.1073 -4.7620
C: -0.3025 -0.8374 1.3355
C: 0.5236 0.6126 3.8125
C: 2.3009 2.9466 3.1588
C: 1.1474 0.8970 0.3115
C: 0.0609 -1.9710 0.6234
C: 1.7791 1.9964 2.1633
C: -0.8650 -2.9570 0.3350
H: -0.2389 -0.1714 3.8025
H: 1.1929 0.2582 -5.3213
H: 2.4615 0.5477 -4.3223
H: 1.3649 0.2487 4.4042
H: -3.6092 -1.4431 1.7253
H: -2.7290 -1.8653 -4.1485
H: -1.7854 -1.5837 -5.6419
H: 1.4610 1.7811 -4.7648
H: 2.9458 3.6595 2.6404
H: 2.8793 2.4118 3.9172
H: 2.4397 2.6685 0.1676
H: 0.0673 1.4750 4.3245
H: -1.8701 0.2807 2.2043
H: 1.5143 3.4830 3.7044
H: -3.1375 -0.4465 -5.0957
H: 1.0928 -2.1091 0.3465
H: -1.4101 -0.5983 -4.0046
H: -0.9610 -0.7287 -1.7472
H: -2.9521 -3.4957 0.5107
H: -0.5940 -3.8396 -0.2459

Atoms 1-2, force components in eV/Å:
Hf 0.9 0.7 -2.5
O 1.4 0.3 1.0

The calculation puts the electronic energy at -20583.152 eV. Its HOMO energy is -8.20 eV. The net charge is +1.

Formula: C12H20IrN5O4
Source: the Open Molecules 2025 dataset
Level of theory: ωB97M-V/def2-TZVPD

Positions of all 42 atoms, in Å:
Ir: -0.5131 -0.1618 -0.4436
O: -2.3926 4.0431 4.3083
O: -2.4079 4.7899 2.1380
O: -1.1169 1.9515 -0.8977
O: -2.0242 3.8332 -0.2641
N: -1.7033 1.5854 3.5057
N: 1.4796 -1.4075 0.0392
N: -1.1696 0.7862 1.5319
N: 1.1266 0.6037 -1.9941
N: -0.2581 -1.8888 -1.9589
C: 2.5976 -1.0956 -0.8661
C: 0.6364 0.0481 -3.2501
C: 0.2845 -3.1093 -1.3415
C: -1.0670 -0.8102 3.4634
C: -1.5397 2.1105 1.3735
C: 2.4592 0.3067 -1.4732
C: 0.4286 -1.4674 -3.1952
C: -2.3104 4.1086 3.1235
C: -1.5647 2.6814 0.0077
C: -1.8622 2.5932 2.6241
C: -1.2940 0.4895 2.8267
C: 0.9972 -2.7892 -0.0019
H: -0.2888 -0.7485 4.2297
H: 0.3040 -2.9428 0.8303
H: 1.3278 0.2686 -4.0810
H: -0.5156 -3.8217 -1.1211
H: 2.6666 -1.8675 -1.6288
H: 1.3858 -1.9839 -3.2760
H: -2.3222 4.4339 0.4816
H: -0.8018 -1.5703 2.7321
H: -0.1567 -1.7484 -4.0797
H: 1.8245 -3.5010 0.1388
H: 0.9707 -3.6077 -2.0312
H: -1.9690 -1.1297 3.9943
H: 2.6628 1.0479 -0.6961
H: -1.2537 -2.0215 -2.1611
H: -0.3062 0.5585 -3.4808
H: 3.2277 0.4274 -2.2493
H: 1.0268 1.6162 -2.0499
H: -1.8689 1.6707 4.5084
H: 1.7554 -1.1738 0.9952
H: 3.5447 -1.1075 -0.3112

Atoms 1-2, force components in eV/Å:
Ir 5.2 0.9 -1.4
O -0.1 -0.1 2.2

The calculation puts the electronic energy at -31216.140 eV. As for the spin multiplicity: 2. The expectation value of S² is 0.83. Its HOMO energy (alpha / beta) is -19.88 / -19.77 eV. The net charge is +3.

Formula: C12H20N12O5Sc
Source: the Open Molecules 2025 dataset
Level of theory: ωB97M-V/def2-TZVPD

Positions of all 50 atoms, in Å:
Sc: 0.2024 0.8264 -0.3355
O: -2.1505 -1.4694 -2.3851
O: -1.3058 -0.4866 -0.5646
O: -2.8811 2.5286 1.3675
O: -0.9087 2.5330 0.4988
O: 1.3274 -2.7430 0.1741
N: -1.3551 0.9067 1.8174
N: 1.2155 -0.8827 -1.1985
N: -0.5894 -1.5954 2.1767
N: -3.4361 0.4689 2.9091
N: 3.0895 1.7655 -1.4193
N: 2.0292 2.2487 -0.7494
N: 1.6664 0.2479 1.3921
N: -1.4750 2.1049 -4.9830
N: -1.8395 -1.1514 2.6440
N: -3.6274 1.8881 -4.1801
N: -0.4719 1.6723 -2.4313
N: -1.7841 2.0296 1.2545
C: 2.3990 3.4426 -0.3003
C: 0.3489 1.8760 -3.4772
C: 2.5488 -0.7907 0.8096
C: -1.7738 1.6838 -2.6573
C: 1.6595 -1.6042 -0.1358
C: -0.1718 2.1041 -4.7337
C: -2.2424 0.1027 2.4561
C: 0.2382 -1.5942 -2.0221
C: -1.2083 -1.1989 -1.6853
C: -2.2892 1.8853 -3.9570
C: 4.1216 2.6270 -1.4025
C: 3.7126 3.7317 -0.6894
H: -2.4349 -1.7960 3.1406
H: 5.0500 2.3943 -1.8953
H: 3.0322 0.8264 -1.7934
H: -3.8062 1.3664 2.6364
H: 0.3193 -2.6737 -1.8807
H: 4.2806 4.6221 -0.4893
H: -3.9107 1.8675 -5.1466
H: -4.0566 -0.2126 3.3137
H: 1.4118 1.8761 -3.2962
H: -2.4359 1.4902 -1.8232
H: 2.9774 -1.4633 1.5504
H: -4.2208 1.3965 -3.5335
H: 2.2036 0.9934 1.8206
H: 0.4874 2.2795 -5.5749
H: 0.3961 -1.3847 -3.0808
H: 3.3473 -0.2952 0.2607
H: -0.6804 -1.8926 1.2047
H: -0.3012 -2.3956 2.7263
H: 1.7016 4.0437 0.2608
H: 1.0685 -0.1790 2.0993

Atoms 1-2, force components in eV/Å:
Sc 0.2 0.0 0.2
O 0.1 -0.1 0.0

The calculation puts the electronic energy at -61584.473 eV. Its HOMO energy is -11.39 eV. The net charge is +1.

Formula: C12H20N4O3
Source: the Open Molecules 2025 dataset
Level of theory: ωB97M-V/def2-TZVPD

Positions of all 39 atoms, in Å:
O: -4.6525 -1.2508 0.3329
O: -3.2907 -1.2700 -1.3261
O: -1.0728 -0.5817 -1.3995
N: -0.6796 1.7733 0.5481
N: -1.8308 2.9625 -1.0568
N: -1.2059 -1.4606 0.6965
N: 0.9274 -2.6111 -1.3561
C: -0.6254 2.6998 -0.3410
C: -2.6557 0.4340 1.5005
C: -3.5875 -1.1624 -0.0166
C: -0.5502 -1.0617 -0.3097
C: -2.6710 2.0773 -0.4733
C: 2.7332 0.1511 0.2692
C: 3.4715 -0.8566 1.2568
C: -2.0540 1.3816 0.4972
C: 0.9283 -1.5460 -0.4041
C: 1.8497 -0.3219 -0.8391
C: 3.6318 1.4489 -0.2089
C: -2.4947 -1.0552 1.1371
H: 3.1152 2.3556 -0.3775
H: -2.0953 0.6642 2.4175
H: 2.6978 -1.5444 1.7569
H: 2.0833 0.5863 0.9709
H: -0.5999 -1.7718 1.4847
H: 3.7126 -0.2213 2.1111
H: 0.2638 -2.4637 -2.1410
H: -2.0840 3.7081 -1.7120
H: -3.6731 0.5664 1.6910
H: -2.3626 -0.9947 -1.6034
H: 4.4018 1.4587 0.5558
H: 2.3197 -0.7137 -1.8844
H: -3.6824 2.1280 -0.8314
H: 1.0204 0.2441 -1.2178
H: 4.0556 1.2018 -1.2408
H: 0.1806 3.4673 -0.4597
H: -2.7143 -1.8102 1.8432
H: 1.2715 -1.8936 0.5503
H: 1.5678 -3.4172 -1.1646
H: 4.3504 -1.3002 0.7442

Atoms 1-2, force components in eV/Å:
O -8.3 -0.3 2.9
O -1.2 -0.3 0.5

The calculation puts the electronic energy at -24868.990 eV. The SMILES is CC(C)C[C@H](N)C(=O)N[C@@H](Cc1c[nH]cn1)C(=O)O. Its HOMO energy is -8.52 eV.

Formula: C12H20NOS2Sb2V
Source: the Open Molecules 2025 dataset
Level of theory: ωB97M-V/def2-TZVPD

Positions of all 39 atoms, in Å:
Sb: 2.6466 -0.3599 -0.7864
Sb: -0.2421 -2.6900 0.7690
V: -0.1919 -0.1541 -0.3419
S: -1.2353 0.4491 1.3328
S: 0.2855 2.4112 -1.9143
O: 1.1666 2.7279 -0.7796
N: -0.2779 1.0360 -1.9959
C: 1.5237 -3.9342 0.6304
C: 3.7273 -2.2250 -0.5513
C: 2.8282 -4.5162 -3.4246
C: 1.7997 -5.2786 -2.8901
C: 3.0515 -3.3195 -1.3208
C: -1.7043 -4.1495 0.2391
C: 1.4097 -5.0674 -1.5794
C: 4.0245 0.9462 0.1771
C: 3.4416 -3.5554 -2.6405
C: -0.4449 -2.7091 2.8808
C: 3.1447 -0.0096 -2.8267
C: 2.0143 -4.0974 -0.7771
H: -1.6012 -4.4064 -0.8134
H: 4.2250 -0.0336 -2.9655
H: 2.7591 0.9673 -3.1113
H: 4.9840 0.9128 -0.3366
H: 3.8121 -2.4402 0.5123
H: 3.6054 1.9492 0.1331
H: 4.2537 -2.9677 -3.0539
H: 0.2397 -1.9754 3.3007
H: -1.4614 -2.4120 3.1312
H: 0.6222 -5.6778 -1.1507
H: 2.6750 -0.7706 -3.4470
H: 1.2451 -4.9004 1.0539
H: -0.2329 -3.7001 3.2804
H: -1.5804 -5.0407 0.8527
H: 2.2611 -3.4871 1.2949
H: 4.1503 0.6478 1.2160
H: 4.7297 -2.0368 -0.9373
H: 3.1572 -4.6746 -4.4433
H: -2.6927 -3.7250 0.4064
H: 1.3129 -6.0396 -3.4857

Atoms 1-2, force components in eV/Å:
Sb -0.2 0.0 0.1
Sb 0.1 0.1 -0.1

The calculation puts the electronic energy at -76737.790 eV. As for the spin multiplicity: 3. The expectation value of S² is 2.11. Its HOMO energy (alpha / beta) is -7.69 / -8.40 eV.

Formula: C12H20NP
Source: the Open Molecules 2025 dataset
Level of theory: ωB97M-V/def2-TZVPD

Positions of all 34 atoms, in Å:
P: -0.5992 0.1916 -2.7941
N: -0.0141 -0.0753 -1.1528
C: -0.2220 -2.4282 -0.9462
C: 0.7060 -1.2857 -0.8880
C: 1.1890 -1.2942 0.5676
C: 0.3496 2.6205 -1.0327
C: -2.0287 0.9605 3.2065
C: -0.7474 1.4717 3.2683
C: -0.4283 1.1262 0.8768
C: -2.4584 0.4969 1.9500
C: -1.7648 0.7149 0.7894
C: 0.0964 1.5515 2.1250
C: 0.4287 1.2606 -0.3852
C: 2.0243 -1.5536 -1.6988
H: 0.4750 -0.8356 1.2345
H: 0.1608 -0.8298 -3.5034
H: -0.4224 1.9198 4.1807
H: 2.4837 -0.7139 -2.0471
H: -0.6876 -2.3956 -1.8844
H: -2.1726 0.4920 -0.1252
H: -3.4680 0.1379 1.8573
H: 1.1638 1.7537 2.1842
H: 2.1690 -0.7593 0.5722
H: 0.1866 2.2942 -2.1149
H: -2.5666 0.7532 4.1106
H: -0.4364 3.2288 -0.8057
H: 1.4548 -2.3236 0.9907
H: 0.4056 -3.3148 -1.1106
H: 1.8642 -2.2321 -2.5577
H: -1.5887 -0.6441 -2.5479
H: 1.4577 1.0879 -0.0795
H: -1.1432 -2.4445 -0.2296
H: 2.8410 -2.1096 -1.0439
H: 1.2923 3.1780 -0.9660

Atoms 1-2, force components in eV/Å:
P 2.1 0.2 0.5
N 0.6 3.8 -1.7

The calculation puts the electronic energy at -23544.420 eV. The SMILES is C[C@@H](c1ccccc1)N(P)C(C)(C)C. Its HOMO energy is -8.36 eV.

Formula: C12H20O
Source: the Open Molecules 2025 dataset
Level of theory: ωB97M-V/def2-TZVPD

Positions of all 33 atoms, in Å:
O: 4.0242 -0.2626 -0.9523
C: -2.7483 -1.2010 -0.0667
C: 2.1960 1.1314 -0.1629
C: 2.9310 -0.1834 -0.4511
C: 0.3124 -0.0494 1.1136
C: -1.1409 0.4972 1.0113
C: 0.6308 -1.0715 -0.0019
C: -1.4313 1.4330 -0.1891
C: -3.2006 -0.1825 -1.1209
C: 2.1255 -1.4089 -0.0235
C: 1.3582 1.0743 1.1134
C: -2.0259 0.7598 -1.4659
C: -2.2460 -0.5727 1.2277
H: -2.2099 2.1521 0.1581
H: -2.4108 1.5554 -2.1161
H: -3.5448 -0.6633 -2.0583
H: -0.5622 2.0506 -0.4085
H: 0.3080 -0.6951 -0.9963
H: -4.0579 0.4107 -0.7136
H: -1.8061 -1.3423 1.8791
H: 2.0846 0.9949 1.9741
H: -1.9965 -1.8284 -0.5110
H: -1.3061 0.1454 -1.9730
H: 0.3565 -0.5639 2.0722
H: 1.5504 1.2970 -1.0143
H: 2.4145 -2.2301 -0.7075
H: 0.8395 2.0107 1.3614
H: -1.1545 1.1448 1.9280
H: -3.1167 -0.1272 1.7893
H: -3.5943 -1.8570 0.1496
H: 2.8954 1.9828 -0.1854
H: 2.4976 -1.6886 0.9472
H: 0.0528 -2.0049 0.1383

Atoms 1-2, force components in eV/Å:
O -0.1 0.2 0.0
C -0.9 0.0 -0.2

The calculation puts the electronic energy at -14816.211 eV. The SMILES is O=C1CCC(C2CCCCC2)CC1. Its HOMO energy is -9.31 eV.

Formula: C12H20O
Source: the Open Molecules 2025 dataset
Level of theory: ωB97M-V/def2-TZVPD

Positions of all 33 atoms, in Å:
O: 4.5543 -0.4827 -0.6907
C: -2.8026 -0.4978 -0.9935
C: 3.2998 -0.3619 -0.3829
C: 2.3797 -1.4378 -0.1048
C: -1.2131 1.4309 -0.3241
C: -2.0569 0.5632 -1.4024
C: -2.2281 -1.2695 0.1376
C: 0.9152 -0.9738 -0.0989
C: 2.4964 1.0610 -0.3996
C: 0.6657 0.2707 0.8976
C: 1.8790 1.2895 0.8305
C: -1.6940 -0.6107 1.3520
C: -0.8862 0.5309 0.9778
H: 1.9428 1.1799 -1.3007
H: -3.5659 0.2492 -0.9780
H: -0.9934 1.3822 1.8755
H: 0.4539 -2.0082 0.0706
H: 2.3842 0.8930 1.8885
H: -2.4978 -0.3229 2.0797
H: 0.5068 -0.3467 -0.9427
H: -1.5651 2.5580 -0.0899
H: -3.0120 -1.1164 -1.9548
H: -0.0506 1.5718 -0.6132
H: -1.0712 -1.1550 2.1091
H: 0.6472 -0.2289 1.9071
H: 1.9044 2.4424 0.9337
H: -2.9180 -1.9939 0.3256
H: -1.5300 -2.0740 -0.1990
H: -3.0261 1.3423 -2.0714
H: 3.0657 1.8382 -0.7526
H: -1.1535 0.3521 -2.3025
H: 2.5441 -2.2759 -0.8233
H: 2.6254 -1.7993 1.0400

Atoms 1-2, force components in eV/Å:
O -5.7 0.5 1.6
C -2.0 -3.5 -1.1

The calculation puts the electronic energy at -14806.984 eV. Its HOMO energy is -9.31 eV.